Molecular formula: C23H37BrClN9OP
Method: DFT, ωB97M-V/def2-TZVPD

Cartesian coordinates (Å):
Br 0.9513 -2.7853 1.5627
Cl -3.7840 1.0836 1.2521
P -0.7454 -0.3462 0.3825
O -4.5707 -1.4538 1.2689
N 0.7766 1.4163 2.7747
N 7.2645 -8.4144 -3.3955
N -5.3271 6.5724 -6.9486
N 5.3737 -3.7044 -1.5379
N -5.5626 4.7544 5.6889
N -1.2087 -0.8693 5.5136
N 0.9054 -3.3396 -2.8644
N 0.9583 4.0553 0.3721
N -3.2287 4.0276 -2.3993
C 1.4845 -4.2708 -2.4176
C 2.1290 -0.7208 -0.2187
C -2.9366 4.6580 -3.3578
C 5.9415 -4.2849 -2.3989
C 2.2174 -5.4470 -1.8459
C 6.6610 -5.0209 -3.4899
C -5.4684 3.7255 5.1144
C -5.8470 6.5112 -5.8880
C -5.3491 2.4204 4.3851
C 7.7629 -8.3465 -2.3242
C 2.9883 -0.3605 1.1243
C -2.1341 -1.4699 1.0842
C -2.3848 -0.8033 5.4043
C -3.5457 -0.7247 1.1920
C -1.7084 4.2107 0.1089
C -6.5050 6.4329 -4.5418
C -3.8757 -0.7196 5.2619
C 1.5412 2.1858 3.2435
C 2.5103 3.1614 3.8378
C 8.3953 -8.2605 -0.9666
C -0.2176 4.1238 0.2558
C -2.5666 5.4565 -4.5723
C 0.7416 -1.4746 0.0860
H -5.4920 1.5919 5.0798
H -3.0979 6.4096 -4.5663
H -7.5899 6.4383 -4.6584
H 2.7934 -1.4856 -0.7830
H -2.1388 4.7121 0.9780
H -0.4910 0.8037 1.1956
H 1.5956 -6.3414 -1.9135
H -2.2706 -2.3259 0.3149
H -6.1072 2.3619 3.6020
H 6.0219 -5.0962 -4.3712
H 3.8357 0.3868 0.8724
H 6.9205 -6.0251 -3.1522
H 2.4064 3.1720 4.9241
H 3.4934 -1.3481 1.4533
H 7.8936 -7.4957 -0.3713
H -2.8352 4.9054 -5.4751
H 9.4506 -8.0007 -1.0647
H -1.9614 4.7744 -0.7874
H -4.2982 -1.7226 5.1814
H -6.2079 7.2886 -3.9331
H -6.2056 5.5137 -4.0350
H -2.1321 3.2084 0.0300
H -1.2267 0.0669 -0.9191
H 7.5750 -4.4879 -3.7574
H 2.3126 4.1622 3.4501
H 8.3108 -9.2215 -0.4566
H 2.0344 0.1796 -0.9220
H 2.4599 -5.2596 -0.7986
H -4.3053 -0.2216 6.1329
H -4.1314 -0.1527 4.3654
H 3.5310 2.8739 3.5797
H -1.8284 -1.9740 2.0689
H 0.4927 -2.0903 -0.8654
H -1.4922 5.6476 -4.5781
H 2.2666 0.0493 1.9039
H -4.3604 2.3369 3.9303
H 3.1419 -5.6129 -2.4008

Results
Net charge: +1
Kohn-Sham gap, eV: 10.250

Löwdin population analysis, charges in e, atoms 1 to 8: Br 0.704; Cl 0.641; P 1.023; O 0.005; N 0.107; N 0.118; N 0.116; N 0.102